one | The following is a DFT calculation (ωB97M-V with the def2-TZVPD basis set) of 2 unconnected molecules or ions with the total composition C2H5ClS.

Geometry as XYZ:
```
9
Properties=species:S:1:pos:R:3
Cl 1.92 1.18 0.27
S -0.11 -0.50 -1.13
C -0.42 -1.21 0.43
C 0.26 1.11 -0.46
H -0.30 -2.33 0.29
H 0.31 2.20 -1.64
H 0.31 -0.71 1.08
H -0.53 1.29 0.22
H -1.43 -1.04 0.94
```

frontier orbital gap = 9.50 eV
HOMO level = -9.0126 eV

Atom charges from the natural (NBO) analysis, given in e for atoms 1 to 2: Cl -0.06; S 0.27



two | The following is a DFT calculation (ωB97M-V with the def2-TZVPD basis set) of a single C2H5ClS molecule.

Geometry as XYZ:
```
9
Properties=species:S:1:pos:R:3
Cl -1.32 0.85 -0.41
S 0.56 -0.37 -1.23
C 2.21 -0.19 -0.94
C -1.83 0.20 0.94
H 2.62 -0.64 -0.10
H -1.19 0.88 1.48
H -0.95 -0.77 0.94
H -2.90 0.39 1.17
H 2.79 -0.37 -1.86
```

frontier orbital gap = 7.99 eV
HOMO level = -8.3680 eV

Atom charges from the natural (NBO) analysis, given in e for atoms 1 to 2: Cl 0.11; S 0.10



Relative energies, in hartree, with the most stable structure set to zero: one 0.0000; two 0.1009.



one | The following is a DFT calculation (ωB97M-V with the def2-TZVPD basis set) of 6 unconnected molecules or ions with the total composition C7H23NO5.

Geometry as XYZ:
```
36
Properties=species:S:1:pos:R:3
O 2.98 0.64 1.54
O -2.00 -0.75 1.61
O 1.85 1.68 -0.89
O 0.56 1.62 2.23
O 2.59 -0.95 -1.81
N -3.17 1.58 -0.39
C 1.37 -2.51 1.23
C -1.03 0.91 -1.63
C -1.06 -0.51 -1.15
C -1.77 1.88 -0.67
C -2.01 -1.38 -1.47
C 0.02 -0.92 -0.18
C 0.19 -2.09 0.41
H -2.75 -0.34 2.07
H -0.04 1.36 -1.73
H -1.80 2.84 -1.18
H 2.30 1.30 -0.11
H 1.84 -1.56 -1.89
H -1.74 -1.34 2.33
H 0.70 -0.07 -0.08
H 2.20 0.79 2.11
H -1.22 2.04 0.26
H -1.49 1.07 -2.61
H -3.22 0.80 0.24
H -2.94 -1.36 -2.03
H 0.40 2.31 1.58
H 0.20 0.80 1.86
H -0.52 -2.88 0.20
H 2.19 1.12 -1.61
H 1.35 -1.94 2.18
H 2.66 -0.90 -0.85
H -1.84 -2.43 -1.23
H 1.60 -3.54 1.47
H 3.48 1.46 1.55
H 2.26 -2.00 0.85
H -3.65 1.38 -1.25
```

frontier orbital gap = 8.76 eV
SMILES string = C=C(/C=C/C)CCN.O.O.O.O.O
HOMO level = -8.4492 eV

Atom charges from the natural (NBO) analysis, given in e for atoms 1 to 2: O -0.98; O -0.94



two | The following is a DFT calculation (ωB97M-V with the def2-TZVPD basis set) of 6 unconnected molecules or ions with the total composition C7H23NO5.

Geometry as XYZ:
```
36
Properties=species:S:1:pos:R:3
O 0.25 -4.11 0.64
O 1.60 1.85 -2.90
O 0.02 -0.78 1.90
O -2.25 0.79 2.12
O -0.34 2.46 3.61
N -2.62 1.58 -0.98
C 3.20 0.14 0.98
C 0.32 -0.74 -1.57
C -1.08 -0.22 -1.36
C -2.17 -1.26 -1.43
C -1.33 1.09 -1.28
C 2.34 -0.61 0.03
C 1.39 -0.10 -0.74
H 4.15 0.39 0.50
H 2.59 -1.66 0.01
H -1.92 -0.04 1.73
H -2.24 -1.50 -0.35
H 0.21 -0.26 1.10
H 0.40 -1.83 -1.73
H -0.46 -3.70 0.13
H 1.52 2.71 -2.50
H 0.22 -3.55 1.43
H 0.85 -0.52 2.32
H -2.83 2.54 -1.22
H 1.12 0.94 -0.65
H -2.40 1.21 1.25
H 0.69 -0.62 -2.61
H 2.80 1.10 1.33
H 3.47 -0.40 1.89
H -3.40 1.04 -1.31
H 0.16 1.73 3.98
H 2.51 1.62 -2.70
H -3.22 -1.06 -1.63
H -1.10 2.00 3.26
H -1.83 -2.12 -1.98
H -0.63 1.91 -1.26
```

frontier orbital gap = 8.72 eV
SMILES string = C/C=C/C/C(C)=C/N.O.O.O.O.O
HOMO level = -8.3604 eV

Atom charges from the natural (NBO) analysis, given in e for atoms 1 to 2: O -0.94; O -0.93



Relative energies, in hartree, with the most stable structure set to zero: one 0.0000; two 0.0030.



one | The following is a DFT calculation (ωB97M-V with the def2-TZVPD basis set) of a gas-phase ion, C4H10N3O (charge +1).

Geometry as XYZ:
```
18
Properties=species:S:1:pos:R:3
O 1.00 -0.88 1.38
N -0.06 0.14 -0.34
N 0.17 -1.54 -2.01
N 1.39 -1.57 0.21
C 0.56 0.39 0.99
C 0.37 -0.98 -0.85
C -0.41 0.92 2.03
C -0.85 1.14 -1.02
H 1.26 -2.57 0.39
H -0.36 -1.06 -2.73
H -0.60 1.98 1.90
H 1.40 1.09 0.83
H -1.35 0.37 2.00
H -0.21 1.78 -1.63
H 0.04 0.78 3.01
H -1.61 0.67 -1.64
H 0.61 -2.41 -2.25
H -1.35 1.76 -0.28
```

frontier orbital gap = 10.81 eV
SMILES string = C[C@H]1ONC(=[NH2+])N1C
charge = +1
HOMO level = -13.8727 eV

Atom charges from the natural (NBO) analysis, given in e for atoms 1 to 2: O -0.35; N -0.37



two | The following is a DFT calculation (ωB97M-V with the def2-TZVPD basis set) of a gas-phase ion, C4H10N3O (charge +1).

Geometry as XYZ:
```
18
Properties=species:S:1:pos:R:3
O -1.95 -0.87 0.68
N -0.29 0.49 0.00
N 0.38 -1.79 0.20
N 1.99 0.20 -0.78
C -2.62 1.18 -0.31
C 0.74 -0.42 0.34
C 3.03 0.72 -0.30
C -1.52 0.29 0.19
H 1.01 -2.39 0.72
H 0.08 -1.96 -0.75
H -3.55 0.68 -0.13
H -2.51 1.62 -1.45
H -1.14 -1.33 1.02
H 3.82 1.11 -0.92
H 0.12 1.14 -0.65
H 1.14 -0.13 1.37
H -2.61 2.04 0.40
H 3.36 0.66 0.79
```

frontier orbital gap = 9.76 eV
SMILES string = C=N[C@H](N)/[NH+]=C(/C)O
charge = +1
HOMO level = -13.4702 eV

Atom charges from the natural (NBO) analysis, given in e for atoms 1 to 2: O -0.59; N -0.56



Relative energies, in hartree, with the most stable structure set to zero: one 0.0000; two 0.0201.



one | The following is a DFT calculation (ωB97M-V with the def2-TZVPD basis set) of a gas-phase ion, C4H10N3O (charge +1).

Geometry as XYZ:
```
18
Properties=species:S:1:pos:R:3
O 2.12 0.04 -1.28
N -1.23 0.12 -0.04
N -0.81 1.28 0.23
N 1.70 -0.24 1.19
C 1.19 0.14 -0.29
C -2.60 -0.29 -0.19
C 0.44 1.47 0.02
C -0.11 -0.74 -0.53
H 2.11 0.90 -1.66
H -2.56 -1.38 0.10
H -2.83 -0.26 -1.40
H 1.98 -1.21 1.51
H 0.93 0.00 1.75
H 0.81 2.44 0.25
H -3.35 0.16 0.45
H -0.06 -1.06 -1.67
H -0.18 -1.78 0.01
H 2.45 0.40 1.54
```

frontier orbital gap = 9.09 eV
SMILES string = CN1C[C@@]([NH3+])(O)C=N1
charge = +1
HOMO level = -12.6514 eV

Atom charges from the natural (NBO) analysis, given in e for atoms 1 to 2: O -0.65; N -0.20



two | The following is a DFT calculation (ωB97M-V with the def2-TZVPD basis set) of a gas-phase ion, C4H10N3O (charge +1).

Geometry as XYZ:
```
18
Properties=species:S:1:pos:R:3
O 1.24 -0.82 -0.50
N -2.07 -1.13 -0.04
N -0.50 0.58 -0.45
N -1.01 -1.59 0.31
C -0.35 1.93 0.22
C 0.19 -0.51 0.27
C 2.35 -1.55 0.09
C -1.97 0.25 -0.47
H -2.40 0.12 -1.43
H 3.29 -1.21 -0.35
H 0.45 -0.22 1.34
H -2.76 0.78 0.03
H -0.83 2.69 -0.17
H -0.25 0.51 -1.40
H -0.71 1.89 1.21
H 2.37 -1.36 1.24
H 0.69 2.39 0.28
H 2.27 -2.74 -0.19
```

frontier orbital gap = 10.42 eV
SMILES string = CO[C@@H]1N=NC[N@H+]1C
charge = +1
HOMO level = -13.7716 eV

Atom charges from the natural (NBO) analysis, given in e for atoms 1 to 2: O -0.52; N -0.05



Relative energies, in hartree, with the most stable structure set to zero: one 0.0000; two 0.0338.



one | The following is a DFT calculation (ωB97M-V with the def2-TZVPD basis set) of a molecular structure, C21H19BrN6OS6SbTi.

Geometry as XYZ:
```
56
Properties=species:S:1:pos:R:3
Sb 0.50 1.94 -3.20
Br -1.80 -2.73 -1.80
Ti -0.78 0.86 -0.39
S -1.01 1.41 -4.83
S 1.02 0.06 -1.80
S 2.41 3.03 -3.85
S -0.52 3.09 -1.36
S -1.84 -1.04 1.58
S 3.24 -0.18 3.10
O -2.34 0.61 -1.38
N 1.13 -1.58 2.24
N -1.32 -0.08 4.04
N 0.51 -3.28 -0.45
N -1.75 1.52 2.47
N 1.37 0.61 1.46
N -2.05 1.69 1.11
C -4.15 1.34 -2.67
C 1.40 -5.30 -2.11
C 2.24 2.86 0.87
C 1.68 -3.87 -0.26
C -4.96 3.02 -0.62
C 4.38 2.36 2.63
C 2.29 1.66 1.57
C -1.62 0.25 2.72
C -0.21 -3.67 -1.49
C -3.80 2.25 -0.45
C -3.39 1.39 -1.49
C -3.17 2.25 0.85
C 2.19 -4.89 -1.05
C 3.24 3.80 1.07
C -5.26 2.13 -2.82
C 3.38 1.43 2.43
C -5.69 2.98 -1.79
C 1.75 -0.40 2.17
C 3.53 -5.51 -0.76
C 4.29 3.56 1.95
C 0.18 -4.69 -2.35
H -0.85 -0.97 4.11
H -0.44 -4.97 -3.18
H 2.26 -3.49 0.59
H 4.29 -4.74 -0.60
H -3.74 2.66 1.68
H 5.07 4.31 2.08
H 5.20 2.16 3.30
H 3.50 -6.13 0.14
H 1.75 -6.09 -2.77
H 1.44 3.05 0.17
H -0.87 0.67 4.53
H -6.57 3.59 -1.92
H 0.19 -1.67 1.82
H -5.28 3.67 0.19
H -3.77 0.71 -3.47
H -5.82 2.09 -3.75
H 1.48 -2.30 2.84
H 3.20 4.72 0.51
H 3.86 -6.14 -1.58
```

frontier orbital gap (alpha / beta) = 5.20 / 5.21 eV
charge = -2
2S+1 = 2
HOMO level (alpha / beta) = -1.5332 / -1.5482 eV

Atom charges from the natural (NBO) analysis, given in e for atoms 1 to 2: Sb 1.44; Br 0.15



two | The following is a DFT calculation (ωB97M-V with the def2-TZVPD basis set) of a molecular structure, C21H19BrN6OS6SbTi.

Geometry as XYZ:
```
56
Properties=species:S:1:pos:R:3
Sb -4.28 1.66 0.40
Br 0.52 -2.86 0.96
Ti -0.30 -0.07 -0.16
S -1.11 1.66 -1.44
S -1.76 2.09 0.44
S -4.62 1.76 2.66
S 3.73 1.51 -1.67
S -2.49 -1.02 0.23
S -5.05 3.37 -0.90
O 0.08 -1.02 -1.64
N -2.93 -1.31 -2.70
N 1.68 0.98 -0.09
N -2.55 -3.67 -0.08
N -0.01 0.03 2.13
N 3.05 -0.88 -0.54
N -2.74 -2.51 -2.04
C 0.50 -0.13 4.83
C -0.56 -2.55 -4.85
C 1.23 -0.25 2.56
C -0.79 0.12 4.39
C -2.59 -2.48 -0.78
C 1.48 -3.41 -3.95
C 1.88 2.36 -0.07
C 1.52 -0.32 3.90
C -0.98 0.20 3.01
C 0.56 -3.36 -4.98
C -2.02 -1.00 -3.53
C 1.32 -2.64 -2.81
C -1.95 0.30 5.32
C 3.19 4.20 -1.00
C -0.77 -1.79 -3.71
C 2.74 0.35 -0.68
C 2.91 2.85 -0.91
C 1.22 3.26 0.75
C 1.50 4.62 0.65
C 2.47 5.09 -0.23
C 0.21 -1.81 -2.70
H -2.19 -0.11 -4.12
H 2.53 -0.54 4.22
H -2.67 -0.52 5.21
H -1.84 -3.64 0.65
H 2.35 -4.06 -4.03
H 0.69 -3.96 -5.87
H 0.70 -0.19 5.89
H -2.38 -4.45 -0.71
H -1.98 0.41 2.63
H -1.31 -2.53 -5.63
H -1.62 0.34 6.36
H 3.88 -1.10 -1.08
H -2.50 1.22 5.09
H 0.95 5.31 1.28
H 2.67 6.16 -0.30
H 0.49 2.91 1.45
H 2.00 -2.67 -1.97
H 3.97 4.54 -1.66
H 1.98 -0.44 1.80
```

frontier orbital gap (alpha / beta) = 6.14 / 6.06 eV
charge = -2
2S+1 = 2
HOMO level (alpha / beta) = -2.0185 / -2.7126 eV

Atom charges from the natural (NBO) analysis, given in e for atoms 1 to 2: Sb 1.15; Br -0.70



Relative energies, in hartree, with the most stable structure set to zero: one 0.0000; two 0.0031.



one | The following is a DFT calculation (ωB97M-V with the def2-TZVPD basis set) of 3 unconnected molecules or ions with the total composition H6O3.

Geometry as XYZ:
```
9
Properties=species:S:1:pos:R:3
O 0.15 0.72 -0.73
O -1.93 1.25 1.39
O 1.89 -2.53 -1.15
H 0.69 1.46 -0.45
H -0.53 0.65 -0.06
H -1.99 0.54 2.03
H 1.69 -2.50 -2.08
H 1.80 -1.62 -0.85
H -1.77 2.03 1.92
```

frontier orbital gap (alpha / beta) = 12.12 / 3.97 eV
charge = +1
2S+1 = 2
HOMO level (alpha / beta) = -16.0967 / -16.0797 eV

Atom charges from the natural (NBO) analysis, given in e for atoms 1 to 2: O -0.56; O -0.97



two | The following is a DFT calculation (ωB97M-V with the def2-TZVPD basis set) of 3 unconnected molecules or ions with the total composition H6O3.

Geometry as XYZ:
```
9
Properties=species:S:1:pos:R:3
O -0.03 0.17 -2.31
O -0.63 -0.60 0.32
O 1.01 0.27 2.29
H 0.39 0.57 2.95
H -0.33 -0.34 -0.55
H 0.46 -0.09 1.59
H -0.59 0.89 -2.60
H -1.01 -1.48 0.19
H 0.72 0.60 -1.90
```

frontier orbital gap (alpha / beta) = 12.07 / 4.29 eV
charge = +1
2S+1 = 2
HOMO level (alpha / beta) = -16.3185 / -16.2790 eV

Atom charges from the natural (NBO) analysis, given in e for atoms 1 to 2: O -0.93; O -0.90



Relative energies, in hartree, with the most stable structure set to zero: one 0.0143; two 0.0000.